[1]
# CH16O6

A cluster of 7 separate species, CH16O6 in total (ωB97M-V/def2-TZVPD, the OMol25 dataset).

Geometry as XYZ:
```
23
Properties=species:S:1:pos:R:3:mulliken_charge:R:1
C 5.0580 3.9020 -3.2769 -0.9306
H 4.5985 4.8738 -3.4433 0.2345
H 6.0809 3.8456 -3.6170 0.2267
H 4.8631 3.6840 -2.2368 0.2302
H 4.4955 3.1936 -3.8631 0.2396
O -2.3732 -1.5722 -0.4801 -0.6589
H -3.1574 -2.1284 -0.5017 0.2972
H -1.8052 -1.9817 0.1841 0.3084
O 3.5120 -0.7054 1.4609 -0.6267
H 3.0311 -0.1465 2.0805 0.3098
H 3.8021 -1.4416 2.0112 0.3179
O -0.7143 -0.7181 2.0606 -0.6773
H 0.0784 -0.1743 2.1312 0.3084
H -1.0314 -0.4390 1.1832 0.3344
O -2.7944 1.3607 -1.8545 -0.6150
H -3.5486 1.7003 -1.3587 0.3033
H -2.1331 2.0591 -1.8140 0.3167
O 0.0600 0.3926 -0.8173 -0.6199
H 0.6884 -0.0012 -1.4406 0.3217
H -0.6713 -0.2261 -0.9839 0.3353
O -2.8002 -2.6690 2.7339 -0.6417
H -2.3095 -1.8451 2.5990 0.3819
H -2.4433 -3.0052 3.5640 0.3041
```

SMILES: C.O.O.O.O.O.O
gap between HOMO and LUMO: 11.62 eV
charge: 0
energy above the lowest of the compared OMol25 structures with the same formula, charge and spin: 25.9 kcal/mol
energy: -499.1106 hartree

=====

[2]
# C37H51F5N4O5S2

A cluster of 2 separate species, C37H51F5N4O5S2 in total (ωB97M-V/def2-TZVPD, the OMol25 dataset).

Geometry as XYZ:
```
104
Properties=species:S:1:pos:R:3:mulliken_charge:R:1
C 4.2506 -5.2957 -0.6000 -0.9631
C 3.4301 -3.8661 -0.8395 0.4662
O 4.0404 -2.8501 -1.4967 -0.5631
N 2.0048 -3.8092 -0.3406 0.2157
C 1.1686 -2.7647 -1.0399 -0.5015
C 1.8975 -3.7607 1.1629 -0.9770
C 1.5898 -2.2880 1.8072 -0.2014
C 2.8216 -1.1904 1.6131 -0.2585
C 2.3178 0.3085 1.1830 -0.7505
C 2.4440 1.4493 2.3576 1.2922
C 1.4276 1.1646 3.6553 -0.5543
O 1.6533 1.7959 4.8412 -0.5852
N 0.2685 0.1928 3.6362 0.2413
C -0.7798 0.5489 4.6969 0.3719
O -1.6934 1.5156 4.5810 -0.3914
F -0.7669 -0.2089 5.9875 -0.2732
C 3.9683 1.5213 3.0427 -0.9041
C 5.1011 1.6554 1.8636 -0.8003
C 4.5694 2.8322 0.8315 1.0575
C 5.8274 3.9171 0.6449 -0.7995
C 6.7300 3.5940 -0.6873 -0.5177
C 7.0242 5.0442 -1.4668 -0.3262
F 7.9051 5.8968 -0.5881 -0.3239
C 3.3390 3.6833 1.5014 -1.6016
N 2.1342 2.8636 1.9061 0.2230
C 1.1083 2.9710 0.8005 0.0408
C 0.3171 4.4219 1.0588 -0.7302
C -1.0149 4.0041 1.9801 0.0465
S -2.5003 3.7789 0.8615 -0.1851
C -3.0084 1.9753 0.7127 0.0668
S -2.1952 0.6538 1.4135 -0.0307
N -4.2436 1.6901 -0.1441 0.1285
C -5.0673 0.5490 0.4097 0.2386
C -5.4439 -0.8518 -0.3542 -0.0107
C -6.3339 -2.0059 0.4653 -0.4148
C -6.8581 -1.7842 2.0375 -0.4698
C -6.5244 -0.3635 2.7843 -0.3798
C -5.6495 0.7542 1.9644 -0.2736
C -3.7493 1.4362 -1.5505 0.0404
C -4.2924 2.4853 -2.7272 -0.4166
C -3.8192 2.3855 -4.2961 -0.3549
C -2.7412 1.2041 -4.7450 -0.4233
C -2.1868 0.1067 -3.6111 -0.4366
C -2.7046 0.2671 -2.0288 0.1557
H 4.8823 -5.2744 0.4012 0.2589
H 4.8634 -5.6407 -1.5383 0.3139
H 3.4142 -6.1245 -0.4297 0.2910
H 1.2130 -3.0249 -2.2040 0.2972
H 0.0488 -2.9497 -0.7239 0.2541
H 1.5336 -1.6603 -0.9122 0.0006
H 1.0985 -4.5468 1.5090 0.2442
H 2.9453 -4.1452 1.5853 0.3009
H 0.5263 -1.8369 1.5072 0.1153
H 1.5143 -2.4521 2.9876 0.3014
H 3.5389 -1.5703 0.7412 0.0726
H 3.4672 -1.2349 2.5943 0.2199
H 1.2075 0.1839 0.7746 0.2132
H 2.9586 0.6330 0.2320 0.2115
H 0.6827 -0.7149 4.0075 0.2068
H 4.0327 2.3809 3.8688 0.4043
H 4.2246 0.5206 3.6413 0.4462
H 6.1197 1.9325 2.4057 0.4540
H 5.2597 0.6129 1.3137 0.1236
H 4.2732 2.3890 -0.2232 0.2555
H 5.3417 4.9754 0.5188 0.3577
H 6.4878 3.9440 1.6339 0.3150
H 6.0504 2.9470 -1.4150 0.2796
H 7.7292 3.0570 -0.3917 0.3071
H 6.0385 5.6185 -1.7339 0.2744
H 7.6518 4.7868 -2.4218 0.3021
H 3.7179 4.2430 2.4848 0.2031
H 3.0878 4.5627 0.7377 0.4995
H 1.7117 3.3559 2.7502 0.7636
H 1.6270 3.0770 -0.2430 0.4644
H 0.2558 2.1543 0.8400 -0.4312
H 0.9770 5.1690 1.7021 0.2507
H -0.0851 4.8997 0.0588 0.4126
H -1.1798 4.9212 2.7057 0.3984
H -0.7947 3.0547 2.6401 -0.2058
H -5.0980 -1.0474 -1.4551 0.2634
H -6.6164 -3.0563 -0.0050 0.2937
H -7.4557 -2.5999 2.6279 0.2916
H -6.8721 -0.0719 3.8883 0.2631
H -5.4101 1.7774 2.5216 0.2126
H -5.0341 3.3506 -2.4030 0.2822
H -4.2518 3.1984 -5.0482 0.2741
H -2.3943 1.1767 -5.8856 0.2795
H -1.4301 -0.7544 -3.9168 0.2503
H -2.2887 -0.5079 -1.2310 0.2024
C -5.6538 -5.4457 -3.1116 -0.9518
C -4.1749 -5.6333 -2.8349 -0.1617
O -3.3340 -5.1056 -3.8551 -0.4115
C -3.0614 -3.6760 -3.8802 0.0594
O -2.6296 -3.2590 -2.6937 -0.7042
C -4.2517 -2.8142 -4.4601 0.6434
F -4.8685 -3.4661 -5.4883 -0.3070
F -3.8058 -1.6400 -4.9934 -0.2311
F -5.2214 -2.4931 -3.5705 -0.2287
H -5.8837 -5.6087 -4.1686 0.2504
H -6.2446 -6.1423 -2.5082 0.4102
H -5.9840 -4.4393 -2.8463 0.0911
H -3.9779 -6.7111 -2.8273 0.3211
H -3.9040 -5.2749 -1.8362 0.1885
H -2.3406 -3.6266 -4.7086 0.0761
```

gap between HOMO and LUMO: 3.50 eV
charge: 0
energy: -3330.2167 hartree

=====

[3]
# C30H66Cl8O18P2

A cluster of 11 separate species, C30H66Cl8O18P2 in total (ωB97M-V/def2-TZVPD, the OMol25 dataset).

Geometry as XYZ:
```
124
Properties=species:S:1:pos:R:3:mulliken_charge:R:1
C -6.0267 1.0166 2.2959 -0.6727
O -6.0378 2.2049 1.5238 -0.3706
P -5.5474 2.2045 0.0222 0.5264
O -5.3869 3.5327 -0.5665 -0.7708
O -4.2955 1.2187 -0.0233 0.2946
C -3.7206 0.7892 -1.2674 -0.3697
O -6.6651 1.3532 -0.7564 -0.2769
C -7.9626 1.9340 -0.8871 -0.7219
H -5.5297 1.1787 3.2577 0.2288
H -5.5822 0.1368 1.8312 0.3143
H -7.0413 0.7548 2.6137 0.3775
H -4.4054 0.9413 -2.1014 0.4468
H -3.6480 -0.2961 -1.1726 0.0772
H -2.7425 1.2295 -1.4299 0.0954
H -8.7177 1.1557 -0.9577 0.2421
H -7.9798 2.4573 -1.8458 0.2656
H -8.1719 2.6554 -0.1005 0.3224
C -4.1081 -4.1062 -3.7392 -0.6870
O -2.8847 -3.8630 -4.4215 -0.4079
P -1.7433 -3.0094 -3.6776 1.1002
O -2.1468 -1.6415 -3.3229 -0.6204
O -1.3597 -3.9828 -2.4816 -0.0284
C -0.7602 -5.2535 -2.7764 -0.6837
O -0.5225 -3.0661 -4.6805 -0.1364
C -0.4941 -2.1889 -5.7954 -0.9076
H -4.9353 -4.0959 -4.4438 0.3015
H -4.3471 -3.3336 -3.0018 0.2530
H -4.0445 -5.0489 -3.1961 0.2473
H -1.2453 -6.0208 -2.1685 0.2601
H 0.2542 -5.2758 -2.3760 0.1462
H -0.8085 -5.4743 -3.8367 0.3190
H 0.4827 -1.7354 -5.9145 0.2858
H -1.2551 -1.4056 -5.6978 0.3116
H -0.8496 -2.6415 -6.7255 0.3041
C -2.3920 0.8445 3.1506 -0.5983
C -2.7255 2.1832 2.5026 -0.0761
O -2.0488 3.2695 3.1603 -0.3785
C -1.6627 4.3332 2.4188 0.8544
C -1.0072 5.3570 3.3094 -1.1701
O -1.9624 4.5370 1.2776 -0.5578
H -2.7876 0.0931 2.4620 0.0898
H -2.8673 0.7008 4.1212 0.4144
H -1.3183 0.6906 3.2255 -0.0774
H -2.4291 2.0747 1.4598 0.1391
H -3.7910 2.3958 2.4982 0.3813
H -1.7704 5.8924 3.8722 0.3862
H -0.4819 6.0420 2.6483 0.3091
H -0.2966 4.9483 4.0261 0.2382
C 1.1541 4.1708 -1.9153 -0.4287
C 2.6560 4.3041 -2.1067 -0.1748
O 3.2732 3.0203 -2.0177 -0.3059
C 4.0073 2.7061 -0.9446 0.6453
C 4.4611 1.2727 -0.9749 -0.2171
O 4.2564 3.4491 -0.0275 -0.6391
H 0.7721 3.3057 -2.4597 0.1206
H 0.5989 5.0347 -2.2743 0.4683
H 0.9715 3.9751 -0.8587 -0.1085
H 2.9005 4.7479 -3.0728 0.3356
H 3.1004 4.9755 -1.3690 0.0182
H 3.5636 0.6952 -0.7426 -0.4461
H 5.2557 1.1478 -0.2511 0.3552
H 4.7926 1.0131 -1.9792 0.3676
C 4.5394 -1.8423 0.9528 -0.1421
C 5.2735 -2.8342 0.0868 -0.4196
O 6.6606 -2.9390 0.4447 -0.3952
C 7.4563 -1.9613 0.0339 0.7895
C 8.8035 -1.9495 0.7278 -1.1607
O 7.1328 -1.0892 -0.7412 -0.5476
H 5.0497 -0.8832 1.0516 0.1526
H 4.2946 -2.1556 1.9670 0.2853
H 3.5724 -1.6233 0.4895 -0.1603
H 4.8211 -3.8094 0.2506 0.3683
H 5.1853 -2.5628 -0.9617 0.2871
H 9.2195 -0.9502 0.6503 0.3449
H 9.4350 -2.7023 0.2535 0.2845
H 8.7512 -2.1911 1.7886 0.3284
C -3.2983 -3.7517 4.5537 -1.4151
C -3.4798 -2.5597 3.6259 0.0882
O -2.6402 -2.7507 2.4894 -0.1401
C -3.1473 -2.4505 1.2972 0.5037
C -2.0765 -2.4346 0.2501 0.3670
O -4.2965 -2.1626 1.0672 -0.6810
H -3.6686 -3.6056 5.5677 0.3913
H -2.2425 -4.0185 4.5957 0.2880
H -3.8912 -4.5744 4.1478 0.3497
H -4.5441 -2.4948 3.3989 0.3626
H -3.2668 -1.6164 4.1307 0.0738
H -1.3053 -1.7136 0.5089 -0.2693
H -2.5530 -2.2873 -0.7145 -0.2781
H -1.6220 -3.4276 0.1877 0.4376
C 1.4911 -0.2322 -2.7585 -0.1488
C 0.1719 -0.1694 -2.0031 0.0116
O 0.1953 0.7650 -0.9312 -0.0097
C 0.8214 0.4010 0.1864 0.5837
C 1.0347 1.5509 1.1162 0.3568
O 1.2042 -0.7117 0.4459 -0.3841
H 1.4773 -0.6529 -3.7650 0.0503
H 2.2567 -0.7454 -2.1712 -0.1150
H 1.9268 0.7572 -2.9368 -0.0413
H -0.6317 0.0686 -2.6964 0.4750
H -0.1184 -1.1665 -1.6797 -0.0671
H 0.8228 1.2189 2.1424 0.0360
H 0.4674 2.4653 0.9876 -0.1334
H 2.1183 1.6384 1.2482 -0.7381
Cl 2.6079 -3.6610 -2.1438 -0.1312
C 3.2864 -3.5800 -3.8071 -0.2944
Cl 2.3369 -4.6450 -4.8463 -0.1420
H 3.1885 -2.5543 -4.1394 0.1864
H 4.3047 -3.9462 -3.8126 0.3948
Cl 2.7920 7.5491 2.3217 -0.1727
C 2.5725 6.4282 0.9530 -0.5827
Cl 1.9008 4.8819 1.5039 0.1278
H 1.8870 6.8938 0.2564 0.3373
H 3.5501 6.2262 0.5324 0.3302
Cl 2.9228 3.4810 4.3960 -0.1386
C 4.1279 2.7472 3.3527 0.3460
Cl 3.9436 0.9649 3.2731 -0.1421
H 4.0788 3.1075 2.3293 -0.4652
H 5.1025 2.9589 3.7775 0.4110
Cl -0.0520 -1.6496 3.9274 -0.1586
C 1.2433 -2.3968 2.9863 0.8306
Cl 1.9956 -3.7539 3.8487 -0.2089
H 0.8337 -2.7299 2.0347 -0.1230
H 1.9829 -1.6722 2.6529 -0.3846
```

SMILES: COP(=O)(OC)OC.COP(=O)(OC)OC.CCOC(C)=O.CCOC(C)=O.CCOC(C)=O.CCOC(C)=O.CCOC(C)=O.ClCCl.ClCCl.ClCCl.ClCCl
gap between HOMO and LUMO: 10.30 eV
charge: 0
energy: -6901.4781 hartree

=====

[4]
# C13H21O10Rb

A structure of composition C13H21O10Rb (ωB97M-V/def2-TZVPD, the OMol25 dataset).

Geometry as XYZ:
```
45
Properties=species:S:1:pos:R:3:mulliken_charge:R:1
Rb -1.2162 -1.0010 4.2733 0.9583
C 0.4720 -0.0917 1.0904 0.3372
O 0.4884 -1.0977 2.0235 -0.9146
H 0.7608 -0.4711 0.0840 -0.3889
H -0.5381 0.3672 0.9294 -0.1519
H 1.1526 0.7531 1.3208 0.2181
C -1.5424 -1.4759 -1.8150 -1.2520
C -0.1875 -1.4249 -2.4692 0.5442
C 0.7466 -2.5994 -2.1483 -0.3094
O 1.0073 -3.2101 -3.4048 -0.3700
C 0.4075 -2.5161 -4.3980 0.5698
O 0.5107 -2.7722 -5.5501 -0.5204
O -0.3327 -1.5031 -3.8962 -0.4187
H -2.0823 -2.3716 -2.1351 0.3154
H -2.1521 -0.6301 -2.1344 0.3468
H -1.4521 -1.4769 -0.7315 0.3020
H 0.2884 -0.4694 -2.2421 0.2336
H 0.2936 -3.3326 -1.4799 0.2962
H 1.6647 -2.2552 -1.6723 0.2709
C -4.9308 1.2790 2.6106 -1.3389
C -4.6673 1.2400 1.1217 0.4366
C -3.7270 0.1249 0.6608 -0.0686
O -4.4016 -0.4544 -0.4452 -0.2950
C -5.6685 0.0058 -0.5188 0.5863
O -6.4732 -0.3665 -1.3041 -0.5200
O -5.8824 0.9563 0.4216 -0.3569
H -5.4593 2.1842 2.8952 0.3613
H -3.9966 1.1818 3.1704 0.2568
H -5.5334 0.4103 2.8869 0.3636
H -4.3022 2.2029 0.7556 0.2888
H -3.6418 -0.6470 1.4321 0.2223
H -2.7466 0.5066 0.3942 -0.0105
C 3.7059 2.4288 0.1097 -1.3873
C 4.8955 2.0053 0.9265 0.5502
C 4.6948 0.6931 1.7166 -0.2618
O 5.8443 -0.0835 1.4037 -0.3475
C 6.5849 0.5360 0.4611 0.6436
O 7.6175 0.1239 0.0498 -0.5255
O 5.9875 1.6826 0.0644 -0.3783
H 3.3054 1.6307 -0.5140 0.3110
H 3.9616 3.2667 -0.5429 0.3632
H 2.9068 2.7875 0.7642 0.3539
H 5.1715 2.8063 1.6149 0.2303
H 3.7785 0.1742 1.4348 0.2041
H 4.6876 0.9030 2.7857 0.2517
```

gap between HOMO and LUMO: 5.95 eV
charge: 0
energy above the lowest of the compared OMol25 structures with the same formula, charge and spin: 10.4 kcal/mol
energy: -1284.4299 hartree